(1)
Formula: H3OS
Source: the Open Molecules 2025 dataset
Level of theory: wB97M-V/def2-TZVPD

XYZ file:
```
5
Properties=species:S:1:pos:R:3:nbo_charge:R:1
S 0.0289 -2.0028 -0.4498 -1.04
H 0.9673 -1.0688 -0.6767 0.07
H -1.0695 1.2317 0.4843 0.46
H 0.1934 0.4677 0.2332 0.50
O -0.1201 1.3722 0.4090 -0.98
```

HOMO-LUMO gap in eV: 7.31
Total charge: -1
Energy relative to the best compared isomer or geometry (same formula, charge and spin) in eV: 0.127
E in Eh: -475.26381
Highest occupied orbital energy in eV: -2.7



(2)
Formula: C27H51B2ClN12O2P
Source: the Open Molecules 2025 dataset
Level of theory: wB97M-V/def2-TZVPD

XYZ file:
```
96
Properties=species:S:1:pos:R:3:mulliken_charge:R:1
C -1.6426 -0.6701 -0.5100 -0.09
C -0.8527 0.1876 -0.8561 -1.52
P 0.4925 1.6081 -1.3791 1.15
Cl -0.5572 1.6687 -3.5311 -0.46
C 1.1797 1.3964 0.4040 -1.08
C 2.1065 2.4236 1.0386 -1.03
N 3.5613 2.2358 0.7859 -0.44
C 1.7572 2.9671 -1.9552 -1.29
C 1.4008 4.4423 -1.7501 -0.81
C 0.4765 5.0331 -2.8210 -0.43
N 1.2471 5.6861 -3.8809 -0.65
B -0.9153 2.8796 -0.7133 0.56
N -2.1889 3.1361 -1.3862 -0.51
O -0.7153 3.5809 0.4785 -0.81
B 1.7050 0.2278 -2.1543 0.87
O 2.9172 0.0991 -1.5052 -0.68
C 1.4948 -0.7044 -3.4225 -0.39
C 0.2687 -1.6292 -3.3776 -0.79
H -2.1223 -1.5004 -0.0468 0.62
H 0.2916 1.3740 1.0378 0.47
H 1.6217 0.4078 0.5409 0.67
H 1.8345 3.4502 0.8166 0.22
H 1.9533 2.3233 2.1221 0.28
H 3.9775 3.1586 0.8430 0.25
H 3.9229 1.7304 1.5852 0.18
H 1.8303 2.8463 -3.0421 0.60
H 2.7707 2.7619 -1.6076 0.43
H 2.3383 5.0016 -1.8624 0.60
H 1.0618 4.7066 -0.7490 0.20
H -0.2082 5.7342 -2.3256 0.23
H -0.1463 4.2599 -3.2643 0.31
H 0.7144 5.7820 -4.7320 0.20
H 1.6004 6.5854 -3.5895 0.20
H -2.5886 3.9578 -0.9381 0.20
H -2.8523 2.3889 -1.2048 0.20
H -1.3823 3.3044 1.1186 0.22
H 3.6698 0.3721 -2.0376 0.24
H 1.4577 -0.1258 -4.3470 0.24
H 2.3835 -1.3401 -3.5190 0.28
H 0.1530 -2.0811 -2.3940 -0.16
H 0.3640 -2.4199 -4.1255 0.45
H -0.6442 -1.0780 -3.5813 0.22
C 0.1597 -4.9781 -1.3520 -0.62
C -1.1997 -4.4660 -1.2750 0.35
N -2.2664 -4.0522 -1.2115 -0.44
H 0.4807 -5.3329 -0.3795 0.15
H 0.1964 -5.7947 -2.0726 0.27
H 0.8321 -4.1855 -1.6757 0.30
C 1.1453 0.2723 4.7759 -0.81
C 2.4341 0.3155 4.1027 0.30
N 3.4058 0.3950 3.5014 -0.36
H 0.5078 -0.4751 4.3096 0.23
H 1.2793 0.0222 5.8264 0.42
H 0.6601 1.2403 4.6911 0.18
C -3.7035 -0.4918 2.7610 -0.34
C -3.5588 0.8874 2.3307 0.43
N -3.4087 1.9431 1.9116 -0.50
H -4.2954 -0.5429 3.6723 0.37
H -4.1914 -1.0485 1.9646 -0.14
H -2.7234 -0.9288 2.9420 0.14
C 2.5067 -8.1563 -0.2340 -0.81
C 2.6656 -6.7496 0.1019 0.39
N 2.7877 -5.6405 0.3633 -0.36
H 1.7444 -8.2696 -1.0028 0.27
H 3.4485 -8.5548 -0.6055 0.29
H 2.2053 -8.7150 0.6497 0.28
C 6.5706 -0.3706 2.3629 -0.50
C 7.9708 0.0263 2.3693 0.27
N 9.0751 0.3361 2.3735 -0.40
H 5.9799 0.3086 2.9731 0.17
H 6.1792 -0.3500 1.3472 0.17
H 6.4715 -1.3781 2.7618 0.29
C -0.0382 2.2172 -7.0799 -0.28
C 1.0998 2.2796 -7.9848 0.30
N 1.9884 2.3354 -8.7085 -0.42
H -0.7312 1.4489 -7.4175 0.27
H 0.2805 1.9781 -6.0647 -0.12
H -0.5493 3.1776 -7.0654 0.25
C -5.2629 -1.1260 -1.0984 -0.35
C -5.9404 -1.7771 0.0149 0.38
N -6.4509 -2.2857 0.9076 -0.47
H -4.2897 -0.7484 -0.7807 -0.18
H -5.1097 -1.8414 -1.9035 0.29
H -5.8650 -0.2949 -1.4600 0.32
C -1.4051 2.9958 7.3301 -0.84
C -1.5973 1.8179 6.4984 0.41
N -1.7421 0.9021 5.8249 -0.38
H -1.5836 3.8927 6.7405 0.27
H -2.0991 2.9740 8.1678 0.31
H -0.3858 3.0170 7.7108 0.27
C -6.3237 -4.8958 3.4481 -0.53
C -5.6157 -6.1630 3.5523 0.29
N -5.0626 -7.1639 3.6333 -0.38
H -5.8990 -4.2840 2.6540 0.11
H -7.3724 -5.0770 3.2226 0.26
H -6.2507 -4.3565 4.3905 0.25
```

HOMO-LUMO gap in eV: 5.46
Total charge: -1
E in Eh: -2718.15582
Highest occupied orbital energy in eV: -3.8



(3)
Formula: C32H41F5Ge2RuS
Source: the Open Molecules 2025 dataset
Level of theory: wB97M-V/def2-TZVPD

XYZ file:
```
82
Properties=species:S:1:pos:R:3:mulliken_charge:R:1
Ru -0.2936 0.8470 0.4462 0.18
C -0.1579 3.7895 1.2493 0.28
C -0.1358 2.9237 2.3885 1.25
C -1.2640 2.0968 2.3327 -0.18
C -1.9969 2.3872 1.0977 0.91
C -1.2864 3.4118 0.4360 1.20
C -1.7299 4.1454 -0.7805 -1.94
C -3.4750 2.1710 0.9277 -1.41
C -1.7569 1.1854 3.4068 -1.46
C 0.8291 3.0471 3.5200 -1.99
C 0.7248 4.9605 1.0341 -1.61
H -1.5963 5.2199 -0.6516 0.50
H -2.7832 3.9597 -0.9887 0.38
H -1.1597 3.8581 -1.6681 0.29
H -3.8778 1.5615 1.7331 0.56
H -3.7503 1.7049 -0.0187 0.21
H -3.9849 3.1358 0.9777 0.36
H -2.5511 1.6688 3.9823 0.29
H -0.9628 0.9217 4.1043 0.43
H -2.1715 0.2621 2.9990 0.18
H 0.4657 3.7765 4.2481 0.41
H 1.8051 3.3936 3.1819 0.34
H 0.9693 2.1020 4.0415 0.43
H 0.3760 5.8061 1.6365 0.34
H 0.7395 5.2776 -0.0075 0.48
H 1.7497 4.7572 1.3493 0.36
C -4.9049 -1.3549 0.1198 -1.38
C -3.5829 -1.1122 0.8494 -0.46
Ge -2.0935 -0.6957 -0.3804 0.35
C -2.3159 0.4969 -1.9500 -0.08
C -3.5459 0.1520 -2.7954 -1.33
C -1.6003 -2.4149 -1.1058 -0.54
C -0.3029 -2.7321 -1.1944 -0.16
Ge 0.8545 -1.4559 -0.2696 0.18
C 2.4981 -1.0009 -1.2572 -0.07
C 3.2316 -2.1850 -1.8847 -1.37
C 1.2660 -1.9881 1.5997 -0.16
C 1.2836 -3.4861 1.8984 -1.58
C 0.1450 -3.9466 -1.9225 -0.24
C -0.4569 -4.2608 -3.1433 -0.38
C -0.0787 -5.3901 -3.8510 -0.81
C 0.9114 -6.2233 -3.3511 -0.43
C 1.5249 -5.9153 -2.1460 -0.95
C 1.1508 -4.7811 -1.4431 0.56
H -5.6431 -1.7906 0.7939 0.42
H -4.7919 -2.0399 -0.7221 0.30
H -5.3259 -0.4257 -0.2682 0.27
H -3.2472 -2.0400 1.3221 0.58
H -3.7312 -0.3975 1.6542 0.31
H -1.4138 0.3145 -2.5444 0.38
H -2.3181 1.5611 -1.7029 0.00
H -3.5506 -0.9020 -3.0765 0.32
H -3.5534 0.7364 -3.7166 0.42
H -4.4792 0.3569 -2.2688 0.28
H -2.3507 -3.1212 -1.4599 0.68
H 3.1602 -0.4851 -0.5559 -0.01
H 2.2413 -0.2702 -2.0271 0.35
H 3.5796 -2.8952 -1.1322 0.31
H 4.1072 -1.8364 -2.4336 0.43
H 2.5987 -2.7353 -2.5797 0.34
H 0.5225 -1.5101 2.2491 0.28
H 2.2223 -1.5406 1.8728 0.44
H 0.3948 -3.9908 1.5175 0.36
H 1.3310 -3.6632 2.9730 0.46
H 2.1563 -3.9696 1.4586 0.38
H -1.2116 -3.5991 -3.5477 0.49
H -0.5518 -5.6149 -4.7973 0.41
H 1.2108 -7.1046 -3.9019 0.41
H 2.3007 -6.5575 -1.7516 0.42
H 1.6446 -4.5576 -0.5087 0.33
F 6.4896 2.4987 1.6695 -0.29
C 5.2908 2.4203 1.1221 0.65
C 4.2818 1.7178 1.7684 0.09
F 4.5238 1.1328 2.9350 -0.31
C 3.0319 1.6385 1.1889 -0.84
F 2.0884 0.9510 1.8585 -0.31
C 2.7370 2.2401 -0.0337 1.40
S 1.1948 2.1476 -0.8456 -0.43
C 3.7702 2.9480 -0.6504 0.00
F 3.5515 3.5521 -1.8121 -0.32
C 5.0351 3.0408 -0.0914 0.29
F 5.9945 3.7137 -0.7056 -0.28
```

HOMO-LUMO gap (alpha / beta) in eV: 8.18 / 5.35
Total charge: +1
Energy relative to the best compared isomer or geometry (same formula, charge and spin) in eV: 0.355
E in Eh: -6389.81488
Highest occupied orbital energy (alpha / beta) in eV: -10.5 / -10.9
Expectation value of S²: 8.78
Multiplicity: 6



(4)
Formula: C20H18F3N5O2
Source: the Open Molecules 2025 dataset
Level of theory: wB97M-V/def2-TZVPD

XYZ file:
```
48
Properties=species:S:1:pos:R:3:nbo_charge:R:1
C 0.6758 -2.1869 5.8638 -0.24
O 0.6097 -2.5720 4.4847 -0.50
C 1.1432 -1.8087 3.4269 0.39
C 0.6711 -2.0643 2.1823 -0.38
C 1.1380 -1.3397 1.0678 0.54
O 0.6669 -1.6751 -0.1656 -0.51
C 0.9149 -1.0464 -1.5094 -0.09
C -0.3549 -0.4618 -2.1114 0.32
N -1.1864 -1.0982 -2.9947 -0.44
C -2.1820 -0.1239 -3.3344 0.06
C -3.2174 -0.3244 -4.3151 -0.03
C -3.2050 -1.4491 -5.1431 -0.19
C -4.1871 -1.7431 -6.1289 -0.23
C -5.2201 -0.7040 -6.2761 -0.19
C -5.2708 0.5111 -5.5313 -0.23
C -4.2329 0.5567 -4.5787 -0.19
C -2.0010 1.0159 -2.5524 -0.08
N -0.8343 0.7870 -1.7338 -0.34
C -0.3164 1.7633 -0.8395 -0.41
N 1.8494 -0.2243 1.2239 -0.38
N 2.2253 0.1780 2.4872 -0.16
C 3.1016 1.1570 2.7629 0.14
C 3.5654 2.2320 1.8295 -0.64
C 3.3934 1.0674 4.1327 -0.01
C 4.2994 2.1671 4.8088 0.98
F 5.4966 2.2699 4.1380 -0.32
F 3.6612 3.3272 4.7811 -0.31
F 4.2975 1.6409 6.0571 -0.31
N 2.6290 -0.0023 4.6446 -0.45
C 2.0195 -0.5486 3.6217 0.25
H 0.0915 -1.3116 6.0089 0.19
H 0.2472 -2.9970 6.4497 0.20
H 1.7647 -2.1213 6.1454 0.20
H 0.1688 -3.0380 2.0793 0.26
H 1.6098 -0.2103 -1.2194 0.22
H 1.3396 -1.7581 -2.1505 0.23
H -2.4374 -2.1851 -4.8990 0.23
H -4.3013 -2.6693 -6.7175 0.23
H -5.9702 -0.9850 -6.9999 0.20
H -6.0655 1.2412 -5.5300 0.23
H -4.3675 1.4685 -3.9789 0.19
H -2.5676 1.9531 -2.4395 0.22
H -1.0753 1.9140 -0.0282 0.21
H -0.1331 2.6697 -1.4305 0.21
H 0.5919 1.4205 -0.3741 0.23
H 4.2583 1.7108 1.1981 0.23
H 2.7001 2.4813 1.2335 0.23
H 3.9962 3.1160 2.3536 0.24
```

HOMO-LUMO gap in eV: 8.48
Energy relative to the best compared isomer or geometry (same formula, charge and spin) in eV: 2.599
E in Eh: -1496.67589
Highest occupied orbital energy in eV: -8.2
SMILES: COc1cc(OCc2nc(-c3ccccc3)cn2C)nn2c(C)c(C(F)(F)F)nc12



(5)
Formula: C36H50N8O16
Source: the Open Molecules 2025 dataset
Level of theory: wB97M-V/def2-TZVPD

XYZ file:
```
110
Properties=species:S:1:pos:R:3:mulliken_charge:R:1
O 17.7757 -14.2720 -12.6185 -0.62
C 18.0233 -13.0414 -11.8905 1.27
C 18.9638 -13.0126 -10.5412 1.12
O 20.3486 -13.5305 -10.6576 -1.11
H 17.1165 -12.5705 -11.5111 -0.41
H 18.3941 -12.2462 -12.5373 -0.78
H 18.5736 -13.5683 -9.6885 -0.26
H 18.9739 -12.0211 -10.0883 -0.21
C 14.4184 -16.3026 -15.0316 -0.60
C 13.8578 -15.8103 -16.1699 -0.52
C 13.7317 -14.3999 -16.1934 0.46
C 14.0201 -13.5737 -15.0900 -0.96
C 14.4537 -14.1250 -13.8706 0.30
C 14.6514 -15.4654 -13.9058 0.53
O 15.3847 -16.0393 -12.8215 -0.58
O 13.1846 -13.8467 -17.3478 -0.55
H 14.6861 -17.3450 -14.9417 0.39
H 13.6147 -16.3635 -17.0650 0.38
H 13.6091 -12.5763 -15.0382 0.31
H 14.4181 -13.5375 -12.9651 0.11
H 16.1703 -15.4901 -12.7692 0.34
H 12.7039 -13.0235 -17.2339 0.30
C 21.3508 -7.0174 -9.8909 -0.81
C 21.1088 -8.0325 -10.8297 -0.37
C 20.8066 -9.3490 -10.4927 -0.07
C 20.9906 -9.7043 -9.0868 -0.65
C 21.2901 -8.6821 -8.2135 -0.19
C 21.4846 -7.3722 -8.6079 0.80
O 21.7311 -6.4739 -7.6574 -0.59
O 20.4817 -10.2705 -11.5136 0.12
H 21.4984 -6.0688 -10.3858 0.30
H 21.2085 -7.7800 -11.8750 0.42
H 20.9854 -10.7603 -8.8607 0.38
H 21.2699 -8.8471 -7.1464 0.31
H 21.4234 -5.5918 -7.8783 0.30
H 20.1415 -11.1031 -11.1779 -0.46
C 15.0732 -8.2228 -14.2575 -0.28
C 14.3589 -8.2070 -13.0649 -0.98
C 14.3615 -9.3632 -12.2290 0.99
C 14.9633 -10.5711 -12.7043 -1.50
C 15.5230 -10.5850 -14.0614 0.56
C 15.5991 -9.3667 -14.7507 -0.60
O 16.3293 -9.3800 -15.9495 -0.64
O 13.7192 -9.2591 -11.0392 -0.47
H 15.1216 -7.3195 -14.8475 0.41
H 13.9101 -7.3442 -12.5952 -0.11
H 15.0490 -11.4207 -12.0430 0.92
H 15.9379 -11.4730 -14.5150 0.48
H 16.3442 -10.2616 -16.3293 0.34
H 13.3655 -8.3718 -10.9430 0.19
C 16.9282 -16.6887 -7.2646 -0.42
C 17.5467 -16.8803 -8.4690 -0.75
C 17.0055 -16.2467 -9.5711 0.12
C 15.8001 -15.5000 -9.5520 -0.39
C 15.2816 -15.2954 -8.3205 0.10
C 15.8606 -15.8389 -7.1772 0.65
O 15.5073 -15.3248 -5.9370 -0.60
O 17.6185 -16.4029 -10.7903 -0.60
H 17.4030 -17.0549 -6.3664 0.13
H 18.4918 -17.3783 -8.6279 0.40
H 15.3887 -15.2454 -10.5175 0.44
H 14.4319 -14.6678 -8.0958 0.56
H 15.9662 -15.8008 -5.2410 0.32
H 17.4480 -15.6678 -11.3838 -0.12
C 17.9525 -10.9658 -6.9041 -0.41
C 17.7859 -10.3404 -8.1519 -0.24
C 16.7047 -10.5673 -8.9770 -0.06
C 15.6536 -11.4184 -8.5017 -0.50
C 15.8589 -12.1832 -7.3610 -0.53
C 17.0048 -11.8687 -6.5211 0.03
O 17.2608 -12.6058 -5.4456 -0.71
O 16.5429 -9.7974 -10.1443 -0.83
H 18.8277 -10.7072 -6.3266 0.35
H 18.5640 -9.6213 -8.3614 0.70
H 14.8189 -11.6773 -9.1362 0.46
H 15.2099 -13.0243 -7.1667 0.66
H 16.8104 -13.4475 -5.5472 0.19
H 15.9213 -10.1629 -10.7780 0.24
C 20.1653 -9.4760 -15.0174 0.65
O 20.4250 -9.2001 -16.2107 -0.85
N 20.9840 -9.6191 -14.0829 -0.01
N 19.0384 -9.7525 -14.4530 -0.01
H 21.9838 -9.5972 -14.2245 0.26
H 20.8352 -10.0981 -13.2062 0.15
H 18.1551 -9.8320 -14.9363 0.26
H 19.1541 -10.3421 -13.6411 0.10
C 22.0554 -12.8577 -13.6281 0.65
O 22.8093 -13.0805 -14.5626 -0.80
N 22.4329 -12.3954 -12.4428 -0.15
N 20.7786 -12.7533 -13.7354 0.44
H 23.2998 -11.9260 -12.2232 0.20
H 21.8731 -12.5092 -11.6099 0.07
H 20.4077 -12.6550 -12.8012 -0.69
H 20.3413 -13.1096 -14.5732 0.06
C 18.2575 -15.1186 -16.4619 0.51
O 18.1559 -15.5967 -17.5501 -0.76
N 19.2085 -15.3580 -15.5805 -0.23
N 17.5389 -14.1919 -15.9505 -0.16
H 19.9663 -16.0139 -15.7054 0.17
H 18.9278 -15.1220 -14.6394 0.06
H 17.5000 -14.0541 -14.9507 0.09
H 16.7135 -14.1306 -16.5294 0.07
C 20.2222 -14.7252 -6.9720 0.56
O 20.5525 -15.2651 -5.9198 -0.84
N 19.1880 -13.8977 -7.1076 0.35
N 20.9397 -14.7934 -8.0966 -0.22
H 18.9419 -13.5877 -8.0369 -0.35
H 18.6995 -13.4979 -6.3192 0.20
H 20.6536 -14.1939 -8.8574 0.15
H 21.7167 -15.4384 -8.1135 0.21
```

HOMO-LUMO gap (alpha / beta) in eV: 1.71 / 5.30
Total charge: -3
E in Eh: -3043.56643
Highest occupied orbital energy (alpha / beta) in eV: 3.3 / -0.3
Expectation value of S²: 0.76
Multiplicity: 2



(6)
Formula: C21H22N2OS
Source: the Open Molecules 2025 dataset
Level of theory: wB97M-V/def2-TZVPD

XYZ file:
```
47
Properties=species:S:1:pos:R:3:nbo_charge:R:1
C 3.0078 1.1074 -5.0583 -0.62
C 2.8334 0.7111 -3.6230 -0.03
C 3.8802 0.1476 -2.9076 -0.22
C 3.7152 -0.1812 -1.5754 -0.18
C 2.5131 0.0309 -0.9170 -0.04
C 2.3902 -0.2839 0.5423 -0.64
C 1.4440 0.5762 -1.6375 0.15
N 0.2119 0.7992 -0.9766 -0.47
C -0.5831 1.9243 -1.4198 -0.23
C -1.4859 2.3529 -0.2606 -0.21
N -2.0226 1.1816 0.4100 -0.43
C -2.4705 1.3112 1.6773 0.67
O -2.4853 2.3806 2.2558 -0.61
C -2.9302 0.0474 2.3316 -0.17
C -4.2213 -0.2776 2.5615 -0.34
S -4.4251 -1.7859 3.3922 0.40
C -2.6987 -2.0034 3.4654 -0.20
C -2.0084 -3.0628 4.0353 -0.22
C -0.6294 -3.0393 4.0029 -0.20
C 0.0562 -1.9728 3.4207 -0.22
C -0.6263 -0.9205 2.8531 -0.21
C -2.0212 -0.9287 2.8598 -0.01
C -2.0229 -0.0250 -0.3740 -0.23
C -0.5894 -0.4013 -0.7785 -0.21
C 1.6242 0.9136 -2.9755 -0.21
H 2.0577 1.0879 -5.5873 0.21
H 3.7057 0.4419 -5.5612 0.22
H 3.4071 2.1206 -5.1186 0.22
H 4.8302 -0.0255 -3.3920 0.21
H 4.5452 -0.6020 -1.0254 0.21
H 2.0198 -1.2984 0.6954 0.22
H 1.6997 0.4119 1.0120 0.23
H 3.3604 -0.2056 1.0276 0.22
H 0.0852 2.7485 -1.6734 0.23
H -1.1959 1.6934 -2.3072 0.16
H -2.3028 2.9879 -0.6251 0.20
H -0.9216 2.9244 0.4810 0.23
H -5.0953 0.2792 2.2852 0.24
H -2.5439 -3.8784 4.4958 0.22
H -0.0727 -3.8531 4.4425 0.21
H 1.1360 -1.9729 3.4223 0.22
H -0.1041 -0.0827 2.4180 0.22
H -2.6351 0.1405 -1.2695 0.19
H -2.4734 -0.8386 0.1943 0.24
H -0.1294 -1.0031 0.0087 0.21
H -0.6306 -1.0156 -1.6938 0.18
H 0.8018 1.3381 -3.5332 0.20
```

HOMO-LUMO gap in eV: 8.97
Energy relative to the best compared isomer or geometry (same formula, charge and spin) in eV: 0.678
E in Eh: -1396.39403
Highest occupied orbital energy in eV: -8.3
SMILES: Cc1ccc(C)c(N2CCN(C(=O)c3csc4ccccc34)CC2)c1